# 1
This record from the OMol25 dataset describes a molecular structure, C26H19F5IN4O2S3V at a distorted geometry. The level of theory is ωB97M-V with the def2-TZVPD basis set.

CARTESIAN COORDINATES (ANGSTROEM)
I  6.01  1.33  0.23
V  -0.10  -0.15  0.53
S  1.28  0.69  -3.01
S  0.11  3.38  -2.69
S  -2.11  -0.86  -0.31
F  0.12  -4.48  -4.34
F  1.76  -2.91  -2.79
F  -3.63  -2.78  -2.08
F  0.66  -1.25  -0.91
F  -2.56  -4.39  -3.97
O  -1.77  1.90  3.82
O  -0.72  1.08  1.38
N  -0.40  2.67  -0.12
N  1.93  0.35  0.98
N  0.14  1.60  -0.76
N  2.28  0.90  2.16
C  -1.77  -3.64  -3.23
C  0.44  -2.89  -2.65
C  -0.22  -5.49  0.40
C  0.14  -2.92  1.45
C  -1.48  3.39  1.90
C  -2.55  5.41  3.49
C  0.46  1.83  -2.01
C  1.02  3.07  -4.25
C  -1.13  -3.54  1.48
C  -0.15  -2.08  -1.70
C  -1.31  -4.81  0.97
C  0.37  -1.66  2.09
C  -0.87  2.39  1.05
C  -2.39  4.14  4.01
C  1.04  -4.89  0.35
C  -2.32  -2.80  -2.27
C  -2.18  5.68  2.17
C  -1.88  3.12  3.23
C  0.95  1.60  -4.56
C  -0.39  -3.68  -3.43
C  -1.65  4.69  1.39
C  1.22  -3.63  0.85
C  -1.51  -1.99  -1.48
C  3.56  1.30  2.16
C  3.02  0.40  0.22
C  4.08  0.98  0.92
H  -2.67  3.91  5.03
H  3.04  0.02  -0.79
H  -0.03  1.30  -4.91
H  -1.96  -3.03  1.95
H  -2.95  6.20  4.11
H  -0.39  -1.39  2.82
H  -1.63  1.20  3.19
H  -2.32  6.68  1.77
H  1.88  -5.43  -0.07
H  -2.28  -5.28  1.03
H  1.38  -1.56  2.47
H  2.21  -3.17  0.83
H  0.53  3.66  -5.03
H  -1.34  4.89  0.37
H  1.62  0.97  2.92
H  2.04  3.42  -4.11
H  -0.37  -6.49  0.01
H  4.02  1.76  3.02
H  1.71  1.30  -5.28

Summary:
Charge ... +2
E_HOMO (spin up / spin down) ... -13.63 / -13.63 eV

***

# 2
This record from the OMol25 dataset describes a molecular structure, C26H19F9N5O3SV at a distorted geometry. The level of theory is ωB97M-V with the def2-TZVPD basis set.

CARTESIAN COORDINATES (ANGSTROEM)
V  -0.46  -0.62  -0.29
S  -1.16  -2.42  1.76
F  -3.23  1.96  -2.33
F  -4.54  -1.79  0.28
F  -4.04  0.09  1.23
F  -5.81  -0.07  -0.01
F  -4.63  2.13  -0.71
F  -2.53  1.90  -0.30
F  -5.46  0.33  -2.67
F  -4.91  -1.74  -2.28
F  -3.62  -0.49  -3.47
O  -2.55  -2.60  2.00
O  -2.44  -0.63  -1.06
O  -0.61  -2.79  0.43
N  -0.73  -0.90  2.00
N  1.29  -0.72  0.90
N  0.34  0.59  -1.69
N  1.26  -0.74  3.27
N  1.93  -5.62  5.70
C  -1.35  0.79  -4.97
C  2.25  1.78  -0.73
C  -0.52  -3.28  4.27
C  -0.26  -3.41  2.92
C  2.62  -0.78  0.89
C  -0.18  2.48  -3.13
C  -3.51  1.49  -1.11
C  2.59  -0.76  3.24
C  -4.51  -0.48  0.11
C  3.33  -0.83  2.08
C  1.47  -5.00  3.41
C  1.22  -4.87  4.77
C  -0.23  1.11  -2.86
C  0.66  -0.79  2.08
C  1.72  0.90  -1.67
C  3.95  0.57  -2.54
C  -0.82  0.27  -3.80
C  -4.41  -0.49  -2.39
C  3.61  2.04  -0.68
C  0.21  -4.00  5.19
C  2.59  0.31  -2.59
C  -3.63  -0.07  -1.10
C  -1.30  2.15  -5.23
C  0.74  -4.27  2.49
C  4.47  1.44  -1.59
C  -0.71  2.99  -4.30
H  0.93  -4.36  1.43
H  4.61  0.09  -3.26
H  3.10  -0.75  -0.08
H  5.53  1.64  -1.56
H  -0.89  -0.78  -3.59
H  4.41  -0.88  2.08
H  0.00  -3.89  6.25
H  -1.29  -2.59  4.61
H  -1.83  0.12  -5.68
H  -0.67  4.06  -4.48
H  2.19  -0.38  -3.32
H  0.26  3.15  -2.40
H  3.09  -0.73  4.21
H  2.84  -5.91  5.39
H  1.57  2.23  -0.01
H  1.97  -5.21  6.62
H  -1.71  2.55  -6.15
H  2.24  -5.68  3.06
H  4.00  2.72  0.07

Summary:
Spin multiplicity ... 4
Charge ... -1
E_HOMO (spin up / spin down) ... -4.37 / -4.82 eV

***

# 3
This record from the OMol25 dataset describes a molecular structure, C26H19FN2O3Ru at a distorted geometry. The level of theory is ωB97M-V with the def2-TZVPD basis set.

CARTESIAN COORDINATES (ANGSTROEM)
Ru  0.78  0.32  -0.13
F  1.29  0.29  -6.38
O  2.92  0.68  0.46
O  1.25  0.51  2.58
O  4.01  2.36  1.45
N  -5.05  -7.74  -0.41
N  -3.21  6.61  0.23
C  -3.49  -5.72  -0.20
C  1.20  0.37  -5.02
C  -3.40  -4.79  -1.25
C  -0.12  -1.49  0.15
C  -1.85  -4.50  1.06
C  0.17  1.27  -3.08
C  -2.36  3.26  -0.04
C  2.63  2.08  3.82
C  2.58  0.95  2.81
C  -1.77  4.49  0.26
C  3.38  -0.27  3.29
C  -0.25  2.13  0.37
C  -4.35  -6.83  -0.32
C  3.24  1.41  1.43
C  -2.55  5.66  0.24
C  -2.54  -3.73  -1.14
C  1.02  0.53  -2.26
C  2.07  -0.38  -4.25
C  -1.61  2.10  0.02
C  -0.88  -2.46  0.10
C  -1.75  -3.55  0.01
C  0.25  1.20  -4.46
C  1.98  -0.29  -2.87
C  0.33  3.38  0.67
C  -2.71  -5.56  0.95
C  -0.42  4.54  0.62
H  0.64  1.25  2.70
H  -2.80  -6.29  1.75
H  1.37  3.44  0.95
H  2.67  -0.87  -2.26
H  -3.41  3.22  -0.31
H  -0.40  1.78  -5.09
H  -1.23  -4.36  1.93
H  2.99  -0.62  4.24
H  -2.09  1.14  -0.19
H  -0.58  1.92  -2.64
H  0.04  5.49  0.87
H  3.27  -1.07  2.55
H  3.66  2.39  3.95
H  -4.00  -4.93  -2.14
H  2.80  -1.01  -4.73
H  -2.43  -3.00  -1.94
H  2.22  1.76  4.78
H  2.05  2.94  3.47
H  4.43  -0.01  3.40

Summary:
Spin multiplicity ... 2
Charge ... -1
E_HOMO (spin up / spin down) ... -5.43 / -5.69 eV

***

Relative energy (zero: lowest compared OMol25 entry of this formula, charge and spin) for the records above, in order: 19.24 0.00 33.66 kcal per mole